Entry from the OMol25 dataset: C4H8OSSi in the gas phase (ωB97M-V/def2-TZVPD).

Geometry (Å):
C 1.214 -2.226 0.377
C 1.177 2.250 0.130
C 0.021 -1.990 -0.205
C 0.804 1.087 0.667
O -2.807 1.434 -0.268
Si -0.451 -0.211 -0.496
S -2.431 -0.078 0.421
H 1.329 -3.307 0.551
H 1.760 -1.402 0.539
H 2.003 2.889 0.388
H 1.068 2.401 -0.913
H -0.754 -2.793 -0.465
H 1.253 0.633 1.595
H -3.752 1.316 -0.293
H -0.436 -0.004 -2.025

energy above the lowest of the compared OMol25 structures with the same formula, charge and spin: 84.74 kcal per mole
LUMO level: 0.0124 Ha
SMILES: C=C[SiH](C=C)SO
net charge: 0
Kohn-Sham gap: 9.052 eV


Entry from the OMol25 dataset: a molecular structure, C5H13O3Sn (ωB97M-V/def2-TZVPD).

Geometry (Å):
C -2.566 2.148 0.224
O -1.547 1.164 0.065
H -2.942 2.145 1.255
H -2.115 3.116 -0.016
H -3.390 1.933 -0.468
C -1.967 -0.188 0.065
O -0.844 -0.911 0.456
C -0.160 -1.653 -0.564
C 1.312 -1.629 -0.244
O 1.719 -0.267 -0.139
C 3.132 -0.084 -0.068
H -2.317 -0.459 -0.941
H -2.743 -0.352 0.825
H -0.345 -1.192 -1.545
H -0.525 -2.688 -0.566
H 1.526 -2.142 0.706
H 1.867 -2.119 -1.055
H 3.623 -0.788 -0.752
H 3.480 -0.243 0.962
H 3.348 0.943 -0.381
Sn 0.386 1.009 0.660
H 1.067 2.256 1.521

energy above the lowest of the compared OMol25 structures with the same formula, charge and spin: 51.14 kcal per mole
LUMO level (alpha / beta): -0.1243 / -0.1266 Ha
net charge: +1
Kohn-Sham gap (alpha / beta): 6.439 / 6.291 eV


Entry from the OMol25 dataset: C7H10OS in the gas phase (ωB97M-V/def2-TZVPD).

Geometry (Å):
C -1.932 0.658 0.946
C -1.518 -0.446 -0.051
C -1.209 1.759 0.949
C -0.341 -0.609 -0.629
C 0.821 0.326 -0.420
C 0.146 -1.802 -1.420
C 1.585 -0.121 0.730
O 1.140 2.908 0.416
S 0.134 2.066 -0.296
H -2.658 0.298 1.677
H -2.239 -1.231 -0.176
H -1.512 2.689 1.457
H 1.468 0.366 -1.324
H -0.764 -2.075 -2.093
H 0.516 -2.600 -0.896
H 1.060 -1.464 -1.963
H 1.075 -0.111 1.714
H 2.372 0.498 0.887
H 1.857 -1.110 0.492

energy above the lowest of the compared OMol25 structures with the same formula, charge and spin: 55.24 kcal per mole
LUMO level: 0.0146 Ha
net charge: 0
Kohn-Sham gap: 8.990 eV


Entry from the OMol25 dataset: 3 unconnected molecules or ions with the total composition C30H58Br2N2O6Si (ωB97M-V/def2-TZVPD).

Geometry (Å):
C -1.225 -1.204 -0.477
Si 0.625 -1.060 -0.946
C 1.155 0.741 -0.453
C 1.004 -1.233 -2.818
C -0.123 -2.085 -3.647
C 0.523 -3.456 -4.157
C -0.213 -4.806 -3.713
C -0.966 -4.762 -2.297
C -2.555 -4.948 -2.620
C -3.498 -4.648 -1.359
C -5.061 -4.467 -1.797
C -5.727 -3.365 -0.836
Br -6.777 -4.250 0.626
O -6.587 -2.414 -1.548
C -6.128 -1.105 -1.223
O -5.608 -0.385 -2.095
Br -6.271 -0.342 0.619
C 1.725 -2.398 -0.054
C 3.288 -2.247 -0.099
C 4.191 -3.337 0.586
C 3.510 -4.569 1.284
C 1.969 -4.669 1.320
C 1.038 -3.592 0.658
H -1.909 -1.008 -1.386
H -1.556 -0.453 0.326
H -1.494 -2.252 -0.068
H 0.426 1.480 -0.958
H 1.184 0.873 0.690
H 2.193 0.946 -0.924
H 2.047 -1.724 -2.894
H 1.118 -0.161 -3.244
H -0.337 -1.436 -4.581
H -1.112 -2.171 -3.092
H 0.498 -3.431 -5.315
H 1.642 -3.586 -3.898
H 0.610 -5.615 -3.618
H -0.943 -5.220 -4.501
H -0.668 -5.684 -1.663
H -0.750 -3.841 -1.660
H -2.660 -6.057 -2.929
H -2.836 -4.340 -3.561
H -3.489 -5.583 -0.688
H -3.100 -3.733 -0.807
H -5.603 -5.463 -1.572
H -5.188 -4.240 -2.908
H -4.926 -2.743 -0.306
H 3.855 -1.392 -0.590
H 5.334 -3.299 0.568
H 4.137 -5.394 1.761
H 1.449 -5.558 1.808
H -0.091 -3.718 0.699
C -7.213 2.350 3.266
O -5.829 2.658 3.339
C -5.249 2.962 2.068
C -4.864 4.440 1.994
N -6.052 5.294 1.933
C -5.767 6.717 2.129
C -5.191 7.144 3.487
O -6.098 6.999 4.575
C -6.132 5.700 5.147
H -7.531 1.983 4.243
H -7.799 3.242 3.028
H -7.404 1.569 2.523
H -5.902 2.675 1.237
H -4.337 2.363 1.989
H -4.254 4.609 1.101
H -4.257 4.668 2.875
H -6.708 4.999 2.648
H -6.716 7.246 1.988
H -5.097 7.058 1.332
H -4.982 8.218 3.425
H -4.231 6.668 3.713
H -5.163 5.197 5.100
H -6.901 5.096 4.662
H -6.416 5.800 6.198
C 10.077 1.639 -1.618
O 9.535 0.559 -0.873
C 9.639 0.739 0.541
C 8.256 0.950 1.159
N 7.702 2.252 0.785
C 6.284 2.407 1.117
C 5.286 1.473 0.418
O 5.162 1.699 -0.983
C 6.138 1.041 -1.778
H 10.098 1.348 -2.669
H 9.454 2.532 -1.522
H 11.101 1.861 -1.301
H 10.324 1.553 0.804
H 10.061 -0.187 0.944
H 8.336 0.892 2.249
H 7.614 0.132 0.817
H 7.811 2.384 -0.214
H 6.015 3.437 0.857
H 6.161 2.316 2.201
H 4.295 1.684 0.835
H 5.474 0.414 0.627
H 6.452 0.086 -1.347
H 7.000 1.693 -1.931
H 5.701 0.848 -2.760

LUMO level: 0.0047 Ha
SMILES: C[Si](C)(CCCCCCCC[C@H](Br)OC(=O)Br)c1ccccc1.COCCNCCOC.COCCNCCOC
net charge: 0
Kohn-Sham gap: 8.775 eV


Entry from the OMol25 dataset: 2 unconnected molecules or ions with the total composition C24H28N3O (ωB97M-V/def2-TZVPD).

Geometry (Å):
C -0.323 0.697 -2.898
N 0.298 1.683 -1.985
C 0.078 1.580 -0.564
C -1.116 2.021 0.047
C -1.291 1.872 1.432
C -0.303 1.247 2.205
C 0.866 0.772 1.594
C 1.059 0.949 0.219
C 1.097 2.569 -2.573
H -0.809 -0.098 -2.328
H -1.058 1.208 -3.536
H 0.458 0.268 -3.546
H -1.894 2.496 -0.553
H -2.198 2.248 1.913
H -0.432 1.141 3.284
H 1.637 0.269 2.179
H 1.964 0.593 -0.277
H 1.505 3.406 -1.993
H 0.997 2.622 -3.663
C 5.500 3.908 -1.870
N 5.219 2.500 -1.749
C 4.469 1.765 -2.749
H 3.380 2.072 -2.701
C 4.964 1.956 -4.181
C 4.110 2.443 -5.180
C 4.568 2.613 -6.475
C 5.913 2.296 -6.807
O 6.324 2.485 -8.096
C 7.692 2.176 -8.476
C 6.777 1.797 -5.797
C 6.292 1.634 -4.500
N 4.602 0.413 -2.241
C 4.140 -0.738 -2.975
C 5.340 0.359 -1.084
C 5.731 1.684 -0.773
C 6.754 1.944 0.143
C 7.315 0.844 0.794
C 6.922 -0.475 0.486
C 5.957 -0.743 -0.487
H 6.141 4.199 -1.036
H 6.023 4.138 -2.809
H 4.565 4.487 -1.844
H 3.074 2.690 -4.926
H 3.931 2.988 -7.278
H 7.735 2.417 -9.539
H 8.412 2.798 -7.926
H 7.920 1.111 -8.327
H 7.819 1.536 -6.018
H 6.964 1.250 -3.732
H 4.432 -1.632 -2.421
H 3.045 -0.709 -3.089
H 4.591 -0.784 -3.976
H 7.094 2.966 0.292
H 8.090 1.007 1.543
H 7.401 -1.307 1.004
H 5.696 -1.746 -0.813

energy above the lowest of the compared OMol25 structures with the same formula, charge and spin: 48.77 kcal per mole
LUMO level: -0.1703 Ha
net charge: +1
Kohn-Sham gap: 4.503 eV


Entry from the OMol25 dataset: 2 unconnected molecules or ions with the total composition C4H7N2 (ωB97M-V/def2-TZVPD).

Geometry (Å):
C 1.096 0.500 1.204
C -0.092 -1.302 -0.194
C -1.004 1.094 0.625
C 0.891 -0.225 -0.061
N 0.086 1.199 1.538
N -0.515 0.139 -0.441
H 1.872 0.607 1.888
H -0.047 -1.904 -1.042
H -0.601 -1.967 0.527
H -1.850 0.601 1.122
H -1.059 2.002 0.037
H 2.163 -0.542 -1.860
H -0.775 0.602 -1.290

energy above the lowest of the compared OMol25 structures with the same formula, charge and spin: 183.33 kcal per mole
LUMO level (alpha / beta): -0.1921 / -0.2364 Ha
net charge: +1
Kohn-Sham gap (alpha / beta): 9.740 / 8.873 eV


Entry from the OMol25 dataset: C7H14O3 in the gas phase (ωB97M-V/def2-TZVPD).

Geometry (Å):
C 0.543 0.921 1.936
C -1.443 -0.939 0.832
C 0.255 -1.692 -0.858
C 2.058 0.532 -0.038
C 0.689 0.404 0.545
C -0.265 -0.524 -0.035
H -0.552 -2.084 -1.481
H 1.077 -1.420 -1.514
H 2.536 1.453 0.288
H 2.656 -0.315 0.318
H 1.102 1.845 2.070
H -0.493 1.086 2.210
H 0.959 0.160 2.610
H -1.130 -1.600 1.647
H -1.959 -0.086 1.270
H -2.167 -1.479 0.222
H 0.589 -2.508 -0.209
H 2.029 0.499 -1.124
C -0.758 0.889 -1.080
O -0.056 0.742 -2.278
O -2.116 0.736 -1.368
O -0.401 1.898 -0.346
H -0.567 0.161 -2.855
H -2.585 1.322 -0.762

energy above the lowest of the compared OMol25 structures with the same formula, charge and spin: 58.05 kcal per mole
LUMO level: 0.0165 Ha
net charge: 0
Kohn-Sham gap: 8.658 eV


Entry from the OMol25 dataset: a molecular structure, C50H44ClN10O2PRbS2 (ωB97M-V/def2-TZVPD).

Geometry (Å):
Rb -0.996 0.875 0.362
O -3.789 -2.897 -1.481
C -3.384 -1.634 -1.211
N -2.307 -1.183 -0.743
C -1.247 -3.240 0.145
C -0.979 -5.381 -0.827
C -0.492 -6.137 0.167
C -0.802 -5.921 1.560
C -0.998 -4.702 2.119
C -0.877 -3.431 1.434
N -0.499 -2.374 2.282
C 0.584 -1.721 2.240
O 1.614 -1.984 1.445
C 0.702 -0.605 3.238
C 1.685 -0.640 4.221
C 1.759 0.414 5.114
C 0.839 1.446 5.013
C -0.133 1.365 4.027
N -0.198 0.370 3.152
C -4.385 -0.611 -1.646
C -5.064 -0.815 -2.849
C -5.823 0.218 -3.367
C -5.921 1.404 -2.653
C -5.240 1.494 -1.448
N -4.481 0.524 -0.955
H -0.622 -5.493 -1.846
H 0.210 -6.933 -0.065
H -0.771 -6.786 2.216
H -1.106 -4.632 3.196
H 2.359 -1.481 4.281
H 2.533 0.430 5.872
H 0.868 2.287 5.693
H -0.900 2.128 3.933
H -4.951 -1.756 -3.365
H -6.320 0.105 -4.323
H -6.501 2.237 -3.028
H -5.297 2.400 -0.851
C -3.449 5.886 1.185
C -2.646 4.638 0.901
N -2.988 3.452 1.231
N -4.180 3.224 1.803
C -4.553 2.007 2.303
N -5.886 1.965 2.639
S -3.585 0.697 2.515
C -1.371 4.790 0.172
C -0.795 6.041 -0.056
C 0.386 6.119 -0.777
C 0.966 4.957 -1.253
C 0.325 3.756 -0.974
N -0.805 3.673 -0.294
H -4.375 5.689 1.718
H -3.694 6.401 0.255
H -2.862 6.564 1.805
H -4.889 3.944 1.796
H -6.355 2.811 2.927
H -6.126 1.138 3.158
H -1.245 6.945 0.330
H 0.848 7.081 -0.960
H 1.889 4.972 -1.814
H 0.752 2.818 -1.314
Cl -1.420 1.141 -2.711
C -0.242 0.837 -3.945
C -0.355 1.480 -5.165
C 0.601 1.254 -6.144
C 1.648 0.379 -5.894
C 1.749 -0.259 -4.666
C 0.810 -0.043 -3.658
P 0.910 -0.682 -1.936
C -0.337 -1.946 -1.859
C -0.883 -2.599 -2.965
C -1.937 -3.474 -2.996
C -2.761 -3.893 -1.818
C -2.014 -4.332 -0.558
C -1.066 -1.923 -0.531
C 2.492 -1.635 -2.049
C 3.689 -0.968 -1.785
C 4.895 -1.654 -1.780
C 4.918 -3.017 -2.042
C 3.731 -3.690 -2.302
C 2.524 -3.004 -2.294
H -1.179 2.162 -5.336
H 0.525 1.762 -7.097
H 2.398 0.203 -6.656
H 2.575 -0.932 -4.475
H -0.400 -2.406 -3.922
H -2.252 -3.877 -3.953
H -3.371 -4.745 -2.125
H -2.750 -4.733 0.150
H -0.467 -1.287 0.121
H 3.656 0.091 -1.554
H 5.816 -1.128 -1.558
H 5.856 -3.560 -2.019
H 3.746 -4.756 -2.500
H 1.592 -3.530 -2.463
C 5.444 -1.973 2.887
C 4.956 -0.553 2.825
C 5.539 0.442 3.594
C 5.025 1.734 3.443
N 4.065 2.014 2.583
C 3.527 0.991 1.862
S 2.352 1.296 0.687
N 3.947 -0.296 2.004
C 5.555 2.877 4.266
H 6.286 -2.060 3.573
H 5.755 -2.301 1.894
H 4.648 -2.644 3.214
H 6.351 0.227 4.277
H 2.391 -1.373 1.599
H 6.632 2.783 4.413
H 5.071 2.878 5.246
H 5.326 3.817 3.770

energy above the lowest of the compared OMol25 structures with the same formula, charge and spin: 37.65 kcal per mole
LUMO level: 0.0510 Ha
net charge: -1
Kohn-Sham gap: 4.239 eV


Entry from the OMol25 dataset: C2H6N2O in the gas phase (ωB97M-V/def2-TZVPD).

Geometry (Å):
C 1.846 0.232 0.000
C -1.761 -0.531 -0.043
N 0.628 -0.408 -0.226
N -0.496 0.262 0.006
O -0.655 1.466 0.094
H 1.799 1.163 -0.474
H 2.596 -0.425 -0.450
H 2.086 0.511 0.995
H -2.307 -0.151 0.871
H -1.376 -1.619 0.148
H -2.360 -0.502 -0.921

energy above the lowest of the compared OMol25 structures with the same formula, charge and spin: 96.09 kcal per mole
LUMO level: 0.0251 Ha
SMILES: C/N=[N+](/C)[O-]
net charge: 0
Kohn-Sham gap: 10.052 eV


Entry from the OMol25 dataset: C5H4N2 in the gas phase (ωB97M-V/def2-TZVPD).

Geometry (Å):
C -1.745 -2.418 1.201
C -0.861 -1.647 0.746
C -0.234 -0.481 0.192
C 0.418 0.668 0.775
C 0.993 1.361 -0.276
N 0.824 0.706 -1.441
N 0.138 -0.363 -1.165
H -1.290 -0.044 0.310
H 0.343 0.936 1.820
H 1.499 2.316 -0.271
H -0.086 -1.034 -1.890

energy above the lowest of the compared OMol25 structures with the same formula, charge and spin: 150.18 kcal per mole
LUMO level (alpha / beta): -0.0618 / -0.0616 Ha
net charge: 0
Kohn-Sham gap (alpha / beta): 6.903 / 6.912 eV


Entry from the OMol25 dataset: 3 unconnected molecules or ions with the total composition C4H6ClNO3 (ωB97M-V/def2-TZVPD).

Geometry (Å):
C -1.815 -1.730 0.753
C 0.865 0.631 -0.714
C -0.318 0.338 0.168
C -0.561 -1.148 0.531
N 1.945 -3.103 -0.529
O -2.898 -2.064 0.313
O 2.889 -3.787 -1.092
O -1.099 -1.303 1.885
Cl -1.249 10.480 0.438
H 1.631 -0.105 -0.579
H 1.309 1.637 -0.575
H 0.441 0.561 -1.693
H -0.288 0.790 1.275
H -1.217 0.644 -0.405
H 0.366 -1.843 0.224

energy above the lowest of the compared OMol25 structures with the same formula, charge and spin: 67.39 kcal per mole
LUMO level (alpha / beta): 0.1751 / 0.1748 Ha
net charge: -2
Kohn-Sham gap (alpha / beta): 4.770 / 4.769 eV


Entry from the OMol25 dataset: a molecular structure, C25H44HfN6O5S3Si (ωB97M-V/def2-TZVPD).

Geometry (Å):
Hf -0.497 -0.863 -0.050
N -6.086 -2.294 -4.035
C -5.073 -2.552 -3.177
C -4.643 -3.876 -2.955
C -3.600 -4.145 -2.104
C -2.973 -3.089 -1.444
C -3.387 -1.768 -1.651
C -4.418 -1.494 -2.505
S -1.610 -3.382 -0.443
O -1.713 -2.380 0.700
O -1.451 -4.736 -0.074
N -0.333 -2.641 -1.134
C -0.341 -2.252 -2.477
N -0.118 -0.933 -2.566
C -0.015 -0.437 -3.805
C -0.155 -1.238 -4.912
C -0.486 -2.570 -4.688
N -0.588 -3.085 -3.461
H -6.617 -3.045 -4.436
H -6.472 -1.371 -4.115
H -5.148 -4.689 -3.463
H -3.260 -5.162 -1.941
H -2.915 -0.952 -1.103
H -4.751 -0.474 -2.658
H 0.156 0.628 -3.897
H -0.044 -0.835 -5.909
H -0.687 -3.248 -5.510
C -1.435 1.991 -1.392
C -0.066 2.299 -0.802
C 0.936 2.688 -1.874
C -0.189 3.379 0.258
O 0.420 1.005 -0.168
Si 1.862 0.832 0.788
S 1.503 -1.216 1.274
O 3.117 1.193 -0.115
C 4.179 0.525 -0.881
C 4.998 1.646 -1.485
C 3.526 -0.327 -1.959
C 5.012 -0.316 0.067
O 1.646 1.788 2.051
C 2.530 2.246 3.125
C 3.284 3.461 2.608
C 1.612 2.607 4.273
C 3.482 1.125 3.510
H -1.732 2.809 -2.046
H -2.199 1.916 -0.617
H -1.426 1.090 -2.008
H 0.530 3.517 -2.455
H 1.144 1.851 -2.544
H 1.880 3.006 -1.431
H -0.689 4.238 -0.193
H 0.788 3.699 0.621
H -0.779 3.033 1.107
H 4.364 2.298 -2.091
H 5.784 1.236 -2.122
H 5.465 2.244 -0.700
H 3.058 0.304 -2.720
H 2.771 -0.987 -1.526
H 4.276 -0.951 -2.446
H 5.482 0.317 0.823
H 5.802 -0.826 -0.486
H 4.401 -1.074 0.566
H 2.606 4.304 2.458
H 3.777 3.229 1.660
H 4.048 3.761 3.328
H 0.890 3.364 3.961
H 2.197 3.010 5.103
H 1.067 1.727 4.631
H 4.182 0.908 2.696
H 2.932 0.209 3.749
H 4.065 1.413 4.386
C -4.544 -0.754 3.066
N -3.203 -0.854 3.660
C -2.078 -0.432 3.100
S -2.123 0.422 1.568
N -0.939 -0.603 3.741
C -0.813 -1.267 5.034
H -5.250 -1.185 3.769
H -4.592 -1.299 2.126
H -4.811 0.285 2.889
H -3.129 -1.358 4.529
H -0.100 -0.355 3.244
H -1.021 -2.336 4.958
H -1.479 -0.812 5.766
H 0.206 -1.140 5.384

LUMO level: -0.2100 Ha
net charge: +2
Kohn-Sham gap: 7.812 eV


- Look up the net charge of the third one.
  0


- Among the records above, which one has the lowest net charge?
  C4H6ClNO3


- The lowest net charge belongs to which entry?
  C4H6ClNO3


- What is the formula in the first record?
  C4H8OSSi